13
Properties=species:S:1:pos:R:3:forces:R:3 method="wB97M-V/def2-TZVPD" e_above_lowest_ev=4.541 spin_multiplicity=1 homo_lumo_gap_ha=0.3502 smiles=CON(C)N charge=0
O 0.7434 0.0520 0.8338 -0.497 0.634 -0.324
N 0.9629 -0.6614 -1.3568 3.405 0.327 -2.435
N 0.0456 -0.3133 -0.4559 -0.992 0.984 2.495
C -0.1313 -0.3587 1.8915 1.159 -1.795 -0.368
C -0.7980 0.8607 -0.9333 2.590 -1.829 -1.581
H 1.6692 -1.4458 -1.0833 -2.172 2.119 -0.292
H -0.1020 -1.5310 1.8743 -0.093 1.999 0.714
H -1.1433 -0.0988 1.6137 -0.396 0.321 0.424
H -0.2183 1.6667 -1.4629 -0.115 -0.394 1.050
H -1.4940 1.1968 -0.2094 -0.390 0.224 0.679
H 1.4811 0.1884 -1.8234 -0.809 -1.964 1.406
H 0.2248 0.1259 2.8571 -0.536 -0.811 -1.284
H -1.2402 0.3185 -1.7454 -1.155 0.186 -0.482

30
Properties=species:S:1:pos:R:3:forces:R:3 method="wB97M-V/def2-TZVPD" e_above_lowest_ev=2.515 spin_multiplicity=1 homo_lumo_gap_ha=0.3761 charge=+1
N 1.9014 -1.0707 0.0818 0.306 -2.289 -2.263
N 0.6216 -0.5704 0.2230 2.508 2.304 -3.106
N 1.1757 -1.7210 -1.9912 1.119 -0.224 -0.498
C -1.0715 -2.2198 -1.4825 -2.866 -0.041 1.968
C -0.0433 -1.2455 -1.6849 0.995 0.793 -1.372
C -0.4051 -0.0168 -2.5112 1.916 -3.525 -0.579
C 2.1704 -1.6563 -1.2364 -0.636 1.893 3.331
C 0.7024 0.8440 0.6831 -3.520 -1.359 1.085
C 0.7125 0.7927 2.2815 0.075 2.352 -1.088
C -0.6447 1.5546 0.2161 -0.388 -1.871 -0.812
C -0.8045 1.0385 2.5905 -0.439 -1.864 -1.856
C -1.2527 2.0932 1.4732 -1.670 -1.754 1.398
H 1.2592 -0.0811 2.7360 -0.799 0.802 -0.522
H -0.3765 2.1937 -0.6173 -0.131 0.947 0.382
H -1.5854 -2.5441 -2.3769 0.300 0.220 -0.742
H -2.3879 2.2331 1.4681 1.683 -0.135 -0.123
H 1.4776 1.3873 0.2359 1.556 0.089 -0.595
H 1.2660 1.7529 2.5432 -0.523 -1.271 0.198
H -0.8135 -3.1370 -0.9649 0.257 0.127 0.329
H -1.4132 0.8892 -0.3172 1.300 0.166 1.101
H -1.3724 0.2838 -2.5139 -3.011 0.793 0.608
H 2.6260 -0.7467 0.6905 0.279 0.162 0.085
H -1.8877 -1.6330 -0.9678 0.522 -0.989 -0.047
H 3.2227 -1.8825 -1.3743 -0.319 -0.414 -0.505
H -0.9998 1.2587 3.6254 -0.123 0.464 0.242
H 0.2478 0.7133 -2.1719 1.332 1.708 -0.409
H -0.7730 2.9898 1.6681 0.600 2.077 0.791
H 0.0956 -1.0691 0.8417 -1.725 -1.889 2.214
H -0.2557 -0.4757 -3.5186 0.462 1.099 0.387
H -1.3919 0.0450 2.3710 0.937 1.628 0.398

11
Properties=species:S:1:pos:R:3:forces:R:3 method="wB97M-V/def2-TZVPD" e_above_lowest_ev=2.411 spin_multiplicity=1 homo_lumo_gap_ha=0.3563 charge=+1
Si -0.6821 0.6016 -2.4829 0.315 -0.360 2.891
N 0.1577 -0.6204 1.2288 -0.203 -0.778 -0.999
N -0.5441 0.7616 -0.7916 0.504 1.725 -1.924
C 0.6977 -0.5770 2.3531 -1.259 2.097 1.137
H -0.7801 1.3304 -3.7533 0.055 0.804 0.546
H 0.4019 0.2061 3.0667 0.092 -0.251 -0.309
H -0.5235 0.0819 0.1115 0.102 0.276 -0.786
H 1.4180 -1.2476 2.6702 1.456 -1.454 0.572
H -0.5388 -0.7712 -2.7007 -0.267 -1.496 -0.524
H 0.5331 -1.3936 0.6863 0.069 -0.272 -0.096
H -0.1397 1.6282 -0.3882 -0.863 -0.289 -0.508

19
Properties=species:S:1:pos:R:3:forces:R:3 method="wB97M-V/def2-TZVPD" e_above_lowest_ev=4.245 spin_multiplicity=1 homo_lumo_gap_ha=0.3266 charge=0
O 1.0054 -0.1012 0.4832 -0.012 -0.019 0.048
C -1.3255 -0.5656 0.8024 -0.006 -0.074 -0.410
C -0.1853 -0.5147 -0.1185 -0.236 0.041 0.042
C 3.3592 0.1476 0.4215 0.023 0.009 0.011
C 2.1291 -0.2994 -0.3415 0.275 -0.052 -0.174
C -2.5949 -0.4704 0.0486 -0.020 -0.204 0.034
C -2.7504 1.0744 0.1483 0.004 0.187 -0.005
H 3.2903 1.2111 0.6695 0.007 -0.145 -0.043
H -2.5849 -0.7570 -1.0163 0.053 -0.015 0.167
H -2.2962 1.4463 1.0759 -0.110 0.040 -0.127
H 2.0238 0.2688 -1.2825 -0.007 -0.065 0.143
H -2.2541 1.5617 -0.6942 -0.060 -0.045 0.140
H -3.4286 -0.9617 0.5569 0.130 0.093 -0.050
H -3.8073 1.3483 0.1554 0.141 -0.054 -0.001
H 3.4452 -0.4168 1.3546 0.009 0.073 -0.129
H -0.3537 0.0119 -1.0828 0.021 0.000 0.166
H 2.2090 -1.3661 -0.6154 -0.007 0.139 0.044
H 4.2620 -0.0161 -0.1753 -0.117 0.025 0.078
H -0.1431 -1.6010 -0.3899 -0.088 0.067 0.066

91
Properties=species:S:1:pos:R:3:forces:R:3 method="wB97M-V/def2-TZVPD" spin_multiplicity=1 homo_lumo_gap_ha=0.3610 smiles=ClC(Cl)(Cl)Cl.ClCCCl.ClCCCl.OCCO.OCCO.OCCO.OCCO.OCCO.OCCO.OCCO charge=0
Cl -7.6285 4.0341 -1.4975 0.134 0.415 -0.382
Cl -8.6795 6.0148 -3.4735 -0.208 -0.845 1.017
Cl -8.5526 6.6869 -0.6541 0.152 -0.478 -0.401
Cl -10.3886 4.6316 -1.4117 -0.137 0.172 -0.592
Cl 2.8835 4.8725 3.7631 0.786 -0.530 0.360
Cl -8.3957 -3.1359 -4.8078 0.899 0.522 -0.263
Cl -7.7289 -0.6514 -7.0363 0.245 -0.272 -0.636
Cl 3.9879 6.4867 -0.2976 -0.663 -0.828 1.279
O 5.5304 0.1390 -3.6903 0.101 -0.197 1.861
O 5.6103 -2.9118 -2.8855 0.122 -1.569 3.053
O -6.5596 -9.4875 -0.9049 -0.653 0.070 1.269
O 8.8721 1.9470 1.9665 0.163 0.191 0.019
O -5.5927 -1.2319 2.2247 -1.588 0.547 0.926
O -1.3193 4.4865 -4.5442 -1.782 -1.095 -0.543
O 9.1746 -0.7103 1.1926 1.108 -0.055 -0.633
O -5.8128 0.1146 5.0426 -0.792 -0.725 1.096
O -1.1236 6.1416 -2.0435 1.017 -0.315 0.086
O 3.6392 -1.3107 6.2520 1.595 1.213 1.264
O -3.9762 -7.2011 0.2706 0.393 1.181 -0.205
O 2.5300 -1.4481 8.6990 0.181 -0.094 0.345
O -1.6060 -0.2904 -1.5343 1.104 -0.389 0.292
O 1.9501 -0.6967 -0.4600 0.645 -0.514 -0.640
C 3.6749 -0.6008 8.6508 0.633 -0.405 -0.857
C -8.8082 5.3138 -1.8024 0.063 0.732 0.359
C 0.6459 -0.1984 -0.3939 -1.349 0.400 0.453
C -6.8119 -2.3830 -5.3243 0.671 -0.765 2.648
C 6.5031 -0.8671 -3.9624 -1.837 -1.381 -2.872
C -6.7253 -2.1181 -6.7392 -0.414 0.151 -1.689
C -6.6833 0.2541 3.9482 1.316 -0.222 -2.182
C 2.7697 5.6839 2.1962 -1.656 1.379 -0.023
C 4.5316 -0.9312 7.3911 -1.424 -0.627 -0.702
C -0.5281 6.3604 -3.3359 -0.587 -0.542 -0.291
C -4.7557 -8.3196 0.0754 1.196 -2.429 1.948
C -0.3475 -0.9866 -1.3122 0.097 0.633 0.406
C 9.7158 1.5849 0.8771 0.696 0.337 0.013
C -5.9660 -8.2244 -0.7240 0.495 1.672 -3.474
C -6.8478 -0.9731 2.9608 0.938 0.835 1.064
C -0.1578 5.0809 -4.1148 0.330 0.831 0.549
C 10.2838 0.2063 1.0921 -1.175 0.339 0.530
C 5.7830 -2.3020 -4.0642 0.743 2.784 -2.030
C 3.8574 5.3804 1.2061 0.492 0.172 -0.258
H 2.7851 -1.4549 6.6658 -0.213 -0.192 0.088
H -7.0750 -2.9789 -7.3092 -0.463 0.282 -0.142
H 4.8165 5.5703 1.6880 -0.037 -0.546 -0.131
H -0.4689 -1.9453 -0.8080 -0.365 -0.156 -0.207
H -1.3999 6.7415 -3.8677 0.553 0.502 -0.902
H 4.7814 -2.1616 -4.4705 0.087 0.378 -0.888
H -6.5126 -7.2883 -0.6095 -1.206 -0.702 1.252
H 6.3705 -2.9308 -4.7332 0.030 -0.110 0.067
H -4.9226 -8.8076 1.0357 -0.970 0.286 0.730
H -5.5844 -2.1641 1.9957 -0.023 -0.050 -0.004
H 4.8607 -2.5329 -2.4206 0.010 -0.114 0.106
H 0.3029 -0.2922 0.6365 -0.381 -0.215 0.152
H 5.2267 -1.7631 7.5042 -0.283 -0.300 0.497
H 0.0621 -1.1813 -2.3034 0.233 0.171 0.103
H -4.8840 0.2464 4.8389 -0.253 0.005 -0.572
H 8.9983 2.8985 1.9819 -0.549 0.087 0.549
H -5.6425 -7.9982 -1.7400 0.659 0.355 -0.405
H 5.1970 -0.0915 7.1905 -0.453 0.337 -0.555
H -5.7037 -1.9782 -7.0924 -0.006 0.527 0.286
H 6.6358 -0.5056 -4.9821 1.294 -0.918 -0.388
H 2.5858 -1.9555 9.5121 -0.191 -0.162 -0.120
H 9.1414 1.7038 -0.0416 0.154 -0.367 -0.275
H -4.1151 -9.1123 -0.3111 0.160 -0.225 -1.096
H 11.0184 0.0146 0.3100 -0.489 -0.676 -0.280
H -1.6563 3.9993 -3.7888 -0.401 -0.111 -0.101
H 2.3685 -0.6227 0.4008 -0.065 0.006 -0.029
H 8.4959 -0.2096 1.6510 -0.199 -0.042 0.185
H 4.3212 -0.7444 9.5167 -0.093 0.139 0.175
H 4.9129 -0.2769 -3.0841 -0.310 0.501 0.387
H 3.2996 0.4224 8.6338 0.242 0.092 -0.148
H 10.8325 0.1999 2.0339 0.096 0.053 0.170
H 3.6915 4.3574 0.8684 0.622 0.168 -0.251
H 0.6108 0.8801 -0.5476 0.004 0.117 -0.683
H -7.1823 -1.8462 3.5211 0.329 -0.193 0.079
H -7.6938 -0.6940 2.3327 0.247 0.016 -0.600
H 7.4564 -0.9819 -3.4464 -0.284 0.643 0.736
H 0.3882 4.2865 -3.6059 0.730 0.611 0.498
H 0.2981 7.0703 -3.2984 0.061 0.022 0.098
H -5.8414 -10.0430 -0.5933 -0.378 -0.841 -0.109
H -7.6782 0.6203 4.2015 0.063 -0.363 0.711
H -6.0033 -3.0386 -5.0011 -0.261 -0.587 -0.163
H -2.2820 -0.6217 -0.9386 0.115 -0.056 0.141
H 1.7641 5.3771 1.9084 0.249 0.165 -0.721
H 0.3645 5.3660 -5.0280 0.343 0.196 0.182
H -6.2494 1.0586 3.3545 -0.227 0.144 -0.533
H -6.5943 -1.4966 -4.7285 -0.668 0.146 -0.035
H 10.5563 2.2789 0.8666 0.189 0.135 -0.281
H 2.7052 6.7408 2.4547 0.195 0.018 -0.272
H -1.1633 7.0348 -1.6940 -0.253 -0.116 0.444
H -3.1433 -7.5905 0.5464 0.304 0.641 0.090

Number 1: HOMO energy -0.309 Ha. Number 2: HOMO energy -0.498 Ha. Number 3: HOMO energy -0.555 Ha. Number 4: HOMO energy -0.310 Ha. Number 5: HOMO energy -0.360 Ha.